Record 1
Here is 8 unconnected molecules or ions with the total composition C37H93N13O15P4 in a non-equilibrium geometry from the Open Molecules 2025 dataset. Energies are from the ωB97M-V functional and the def2-TZVPD basis.

Structure (XYZ):
```
162
Properties=species:S:1:pos:R:3:forces:R:3:mulliken_charge:R:1
C -4.437 -2.367 2.445 0.3 -0.5 0.5 -0.872
N -3.133 -2.998 2.426 0.3 -0.2 -1.1 0.493
C -3.008 -4.150 1.527 -0.5 0.3 1.1 -0.736
P -1.817 -2.443 3.256 -0.6 -0.1 0.6 0.414
O -0.655 -3.328 3.071 0.2 -0.1 -0.2 -1.049
N -1.715 -0.843 2.830 0.8 0.3 0.3 1.482
C -0.811 -0.047 3.678 0.2 0.5 -0.6 -1.118
C -1.489 -0.591 1.381 -1.4 -0.2 1.3 -2.616
N -2.223 -2.357 4.868 0.0 0.4 0.0 0.604
C -1.961 -3.497 5.720 0.4 -0.2 -0.1 -0.989
C -3.141 -1.380 5.410 0.1 0.0 0.3 -1.070
H -4.441 -1.526 3.130 0.0 0.2 -0.2 0.120
H -5.150 -3.102 2.841 -0.2 0.1 -0.3 0.359
H -4.736 -2.037 1.447 -0.1 0.1 0.0 0.214
H -3.872 -4.786 1.753 0.1 -0.2 -0.3 0.426
H -2.092 -4.661 1.809 0.1 -0.1 -0.4 0.289
H -3.043 -3.882 0.468 0.2 0.1 0.0 -0.167
H -1.317 0.862 4.021 -0.1 -0.1 0.2 0.222
H -0.405 -0.603 4.520 -0.2 0.0 0.1 0.038
H 0.048 0.291 3.088 0.0 -0.1 0.0 0.399
H -2.466 -0.773 0.921 0.3 -0.5 -0.5 0.193
H -1.387 0.481 1.247 0.6 0.0 0.0 0.772
H -0.666 -1.218 1.053 0.0 0.3 -0.6 0.870
H -2.878 -3.887 6.172 0.0 0.1 0.0 0.321
H -1.497 -4.287 5.130 -0.1 0.0 0.0 0.328
H -1.243 -3.253 6.512 -0.2 0.1 0.1 0.119
H -4.113 -1.833 5.645 -0.1 0.1 -0.1 0.312
H -3.265 -0.556 4.712 -0.1 0.0 0.0 0.271
H -2.759 -0.975 6.356 0.1 0.0 -0.1 0.241
C 3.391 -0.569 4.871 0.1 -0.3 0.2 -1.016
N 2.917 -1.267 6.061 -0.7 -0.4 0.6 0.260
C 2.205 -2.515 5.876 0.0 -0.6 -1.4 -0.986
P 3.251 -0.669 7.555 0.3 0.4 -0.2 0.453
O 4.666 -0.665 7.973 0.0 0.1 0.1 -0.886
N 2.662 0.895 7.465 0.3 0.3 0.2 0.371
C 3.207 1.902 8.362 0.3 -0.4 0.4 -1.070
C 1.375 1.233 6.914 0.1 0.2 -1.0 -0.834
N 2.329 -1.545 8.638 0.3 -0.4 0.3 0.215
C 0.952 -1.195 8.916 -0.1 -0.2 0.2 -0.843
C 3.041 -1.917 9.883 -0.1 0.8 -0.4 -0.939
H 4.371 -0.923 4.532 0.1 0.0 0.2 0.250
H 3.458 0.483 5.144 0.0 0.1 -0.5 0.359
H 2.718 -0.759 4.032 -0.2 0.3 0.1 0.329
H 2.764 -3.195 5.217 0.2 0.1 0.2 0.376
H 1.270 -2.376 5.313 -0.1 0.2 0.3 0.278
H 2.024 -3.067 6.790 0.0 0.3 0.2 0.360
H 4.243 1.671 8.611 0.0 -0.2 -0.1 0.301
H 3.207 2.897 7.916 -0.3 0.0 -0.1 0.344
H 2.653 1.884 9.311 -0.1 0.4 -0.1 0.305
H 0.692 1.696 7.632 0.0 -0.3 0.2 0.346
H 1.488 1.959 6.093 0.0 0.1 0.1 0.322
H 0.945 0.351 6.439 -0.2 0.1 0.2 0.011
H 0.509 -2.042 9.443 -0.1 0.1 0.1 0.430
H 0.902 -0.309 9.562 -0.2 0.0 0.0 0.252
H 0.342 -1.033 8.031 0.2 0.1 -0.2 0.126
H 2.330 -2.404 10.546 0.1 -0.4 -0.1 0.332
H 3.384 -1.019 10.414 0.1 -0.1 0.0 0.311
H 3.918 -2.501 9.631 -0.1 -0.2 0.2 0.287
C 0.029 5.998 -1.041 0.0 0.3 0.4 -0.979
N 1.069 5.064 -1.413 0.6 0.2 -0.1 0.441
C 1.245 3.871 -0.611 -0.4 -0.3 0.1 -1.433
P 1.758 5.272 -2.926 0.1 -0.8 0.8 0.070
O 1.914 6.683 -3.290 -0.4 0.5 -0.2 -0.911
N 3.148 4.396 -2.790 0.1 -0.9 -0.1 0.539
C 4.172 4.824 -1.845 -1.1 0.6 0.7 -1.185
C 3.647 3.509 -3.834 0.2 0.1 0.1 -1.034
N 0.800 4.415 -3.966 0.4 0.4 -0.5 0.785
C 0.468 3.023 -3.801 -0.6 -0.3 -0.5 -0.982
C 0.236 5.046 -5.149 -0.3 0.1 0.3 -1.191
H -0.489 5.616 -0.159 -0.2 -0.1 -0.2 0.430
H -0.686 6.179 -1.850 -0.1 -0.1 0.1 0.256
H 0.431 6.971 -0.739 0.1 0.0 -0.2 0.256
H 2.276 3.524 -0.586 0.0 0.1 -0.1 0.201
H 0.642 3.019 -0.963 0.0 0.1 0.1 0.512
H 0.938 4.080 0.416 0.1 0.0 0.0 0.624
H 4.781 5.630 -2.259 0.5 -0.4 -0.1 0.293
H 3.680 5.285 -0.978 -0.1 0.0 -0.2 0.388
H 4.678 3.959 -1.420 0.5 0.1 -0.4 0.373
H 4.305 4.062 -4.511 0.1 -0.2 -0.1 0.245
H 4.201 2.685 -3.373 0.2 0.1 0.0 0.397
H 2.855 3.031 -4.403 -0.1 0.3 -0.1 0.280
H 1.137 2.438 -3.176 0.0 0.4 0.5 0.068
H -0.572 2.963 -3.455 0.1 -0.4 0.2 0.090
H 0.514 2.497 -4.765 -0.1 0.2 -0.1 0.516
H 0.805 4.779 -6.042 -0.1 0.1 -0.2 0.316
H 0.196 6.124 -5.007 0.4 0.0 -0.1 0.337
H -0.813 4.749 -5.260 0.1 -0.3 -0.1 0.321
C -3.252 -2.528 -2.077 0.2 -0.1 -0.3 -0.298
N -3.639 -2.462 -3.482 -0.9 0.5 0.3 0.322
C -3.499 -3.720 -4.185 0.1 -0.7 0.4 -1.081
P -3.403 -1.080 -4.360 0.9 -0.4 -0.5 0.114
O -1.964 -0.819 -4.611 0.0 0.5 -0.2 -0.784
N -4.178 -1.354 -5.791 -0.2 -0.4 0.0 0.325
C -5.608 -1.623 -5.849 0.1 0.6 0.4 -1.220
C -3.469 -1.236 -7.039 0.3 0.8 -0.5 -1.043
N -4.188 0.191 -3.650 0.0 -0.4 0.9 0.656
C -4.078 1.453 -4.354 0.1 0.1 -0.6 -1.123
C -5.251 0.062 -2.672 0.2 0.1 0.8 -0.671
H -3.386 -1.555 -1.619 0.0 0.0 0.2 -0.677
H -2.201 -2.814 -1.939 0.0 0.0 -0.1 0.449
H -3.867 -3.282 -1.581 -0.1 0.2 0.1 0.374
H -3.910 -4.500 -3.535 0.1 0.0 -0.1 0.384
H -2.446 -3.969 -4.364 0.0 0.0 -0.1 0.247
H -4.058 -3.776 -5.115 0.1 0.3 -0.1 0.331
H -5.860 -2.223 -6.720 0.1 -0.1 0.0 0.458
H -5.938 -2.149 -4.951 0.0 -0.1 0.0 0.404
H -6.162 -0.676 -5.892 -0.2 -0.1 -0.1 0.233
H -2.827 -0.350 -7.050 0.1 -0.2 0.2 0.248
H -2.828 -2.089 -7.277 -0.2 -0.2 -0.1 0.228
H -4.187 -1.029 -7.834 0.0 -0.4 -0.1 0.454
H -4.546 2.227 -3.753 0.0 0.1 -0.1 0.522
H -3.036 1.710 -4.557 0.0 0.0 0.3 0.230
H -4.555 1.425 -5.345 -0.2 0.0 0.2 0.248
H -6.200 -0.320 -3.054 0.0 0.1 -0.1 0.223
H -5.393 1.021 -2.165 -0.3 0.2 -0.4 0.365
H -4.937 -0.545 -1.823 -0.1 -0.4 -0.3 0.146
C -0.364 -0.111 -1.710 -1.2 0.7 -0.6 0.601
C 0.755 -1.105 -1.796 0.6 -0.8 0.2 0.546
C 2.091 -0.451 -2.146 -0.6 0.4 0.3 -0.447
O 2.548 -0.078 -0.840 0.3 0.1 0.1 -0.331
C 2.070 -0.974 0.057 0.2 0.0 -0.3 0.589
O 2.487 -1.098 1.162 -0.3 0.0 0.1 -0.620
O 1.072 -1.696 -0.508 0.0 0.3 0.2 -0.379
H -0.719 0.119 -2.723 0.4 0.0 -0.1 0.197
H -0.106 0.839 -1.232 0.4 -0.2 0.1 0.028
H -1.296 -0.433 -1.242 0.4 -0.5 0.3 -0.612
H 0.543 -1.957 -2.439 -0.2 0.1 -0.1 0.074
H 1.892 0.456 -2.714 0.4 0.0 -0.1 0.255
H 2.840 -1.085 -2.611 -0.1 -0.1 -0.1 0.074
C 6.798 -3.776 -5.058 0.2 -1.3 0.0 -1.258
C 7.563 -3.161 -3.909 -1.0 1.4 0.2 0.315
C 8.150 -1.791 -4.295 0.6 -0.2 0.3 -0.439
O 7.144 -0.857 -3.914 -0.3 -0.2 -0.4 -0.322
C 6.221 -1.478 -3.139 0.8 0.0 0.5 0.583
O 5.293 -0.932 -2.644 -0.5 0.2 -0.1 -0.481
O 6.574 -2.757 -2.912 0.1 -0.1 -0.3 -0.344
H 5.944 -3.188 -5.391 0.2 0.4 0.1 0.298
H 6.366 -4.733 -4.753 0.1 0.0 0.0 0.357
H 7.459 -3.981 -5.903 0.0 0.1 0.0 0.365
H 8.268 -3.774 -3.360 0.1 -0.4 -0.4 0.349
H 8.377 -1.716 -5.357 -0.3 0.1 -0.1 0.294
H 9.070 -1.548 -3.758 -0.1 -0.1 0.1 0.271
C -2.994 3.209 -1.344 1.1 0.3 0.1 -0.834
C -2.850 3.273 0.157 -0.1 -0.4 0.0 0.706
C -3.818 4.200 0.912 -0.3 -1.2 0.8 -0.374
O -4.442 3.312 1.876 0.2 0.0 -0.2 -0.446
C -4.036 2.033 1.696 -0.3 0.7 0.0 0.353
O -4.427 1.128 2.355 0.1 -0.4 -0.1 -0.441
O -3.171 1.957 0.668 0.0 0.1 0.1 -0.022
H -2.579 4.121 -1.786 -0.5 0.2 0.0 0.396
H -4.025 3.008 -1.622 0.0 0.1 -0.2 0.422
H -2.321 2.443 -1.737 -0.3 -0.3 0.1 -0.317
H -1.825 3.482 0.468 0.1 0.0 -0.2 -0.057
H -4.636 4.581 0.306 0.3 0.4 -0.1 0.280
H -3.297 4.927 1.525 -0.1 0.5 -0.4 0.333
C 0.529 -2.384 -5.636 -0.4 -0.1 -1.0 -0.180
N 1.738 -3.228 -5.479 0.1 0.1 0.5 1.002
O 2.039 -3.976 -6.385 0.1 0.2 -0.1 -0.602
O 2.316 -3.159 -4.407 0.1 0.0 -0.3 -0.513
H 0.211 -2.004 -4.679 -0.2 -0.1 0.0 -0.233
H -0.169 -3.022 -6.176 -0.3 0.0 0.5 0.274
H 0.678 -1.566 -6.341 0.6 0.0 0.2 0.291
```
Positions in Å, forces in eV/Å.

Calculated values
energy above the lowest of the compared OMol25 structures with the same formula, charge and spin = 0.000 eV
electronic energy = -4671.5907 a.u.
lowest unoccupied orbital energy = 0.19 eV
Kohn-Sham gap = 0.30537 Eh
F_max = 1.92 eV/Å
total charge = 0

=====

Record 2
Here is 2 unconnected molecules or ions with the total composition C4H12 from the Open Molecules 2025 dataset. Energies are from the ωB97M-V functional and the def2-TZVPD basis.

Structure (XYZ):
```
16
Properties=species:S:1:pos:R:3:forces:R:3:mulliken_charge:R:1
C -0.022 -0.885 -1.790 -0.4 -0.2 0.2 -0.466
C -0.627 -0.080 -2.931 0.0 0.2 0.3 -0.886
H 0.798 -1.500 -2.150 0.1 0.0 0.0 0.297
H 0.322 -0.320 -0.929 0.1 0.4 -0.2 -0.039
H -0.781 -1.553 -1.384 0.0 -0.2 0.0 0.276
H -0.954 -0.778 -3.695 0.0 0.1 -0.3 0.275
H 0.077 0.634 -3.346 0.2 -0.1 -0.2 0.287
H -1.488 0.519 -2.628 -0.1 -0.2 0.1 0.289
C 0.878 0.015 2.109 -0.4 0.0 0.1 -0.593
C -0.187 0.995 2.636 0.1 -0.2 -0.5 -0.840
H 1.875 0.121 2.531 -0.1 0.2 0.3 0.322
H 0.523 -0.989 2.318 0.3 -0.3 -0.1 0.247
H 1.009 0.109 1.035 -0.1 0.0 -0.1 0.008
H -1.176 0.529 2.623 0.2 0.0 0.2 0.265
H 0.035 1.345 3.642 -0.1 0.0 0.0 0.284
H -0.283 1.838 1.959 0.2 0.4 0.1 0.276
```
Positions in Å, forces in eV/Å.

Calculated values
energy above the lowest of the compared OMol25 structures with the same formula, charge and spin = 0.166 eV
electronic energy = -159.5789 a.u.
lowest unoccupied orbital energy = 1.11 eV
Kohn-Sham gap = 0.47389 Eh
F_max = 0.51 eV/Å
total charge = 0

=====

Record 3
Here is a molecular structure, C16H36FN3Si3 in a non-equilibrium geometry from the Open Molecules 2025 dataset. Energies are from the ωB97M-V functional and the def2-TZVPD basis.

Structure (XYZ):
```
59
Properties=species:S:1:pos:R:3:forces:R:3:mulliken_charge:R:1
C 1.599 1.979 6.128 -0.8 -0.3 0.0 -1.141
C 0.260 1.325 5.611 1.1 1.2 0.3 0.277
F -0.791 1.916 6.362 0.6 -0.6 -0.8 -0.366
C 0.030 1.657 4.091 -0.8 -0.6 -0.1 -0.622
C 0.135 0.430 3.147 0.2 -1.9 -1.4 0.407
C -0.429 0.440 1.786 1.5 -2.0 2.2 -0.593
N -0.294 -0.751 1.073 -1.6 3.6 -0.6 0.396
N 0.258 -1.886 1.351 0.7 -0.4 1.6 -0.765
C 0.801 -1.999 2.579 0.0 2.2 0.9 -0.159
Si 1.619 -3.651 3.177 -0.2 -1.3 0.0 0.210
C 2.674 -3.296 4.724 -0.1 0.3 0.2 -1.013
C 0.129 -4.782 3.620 -0.1 1.3 -0.3 -0.996
C 2.569 -4.540 1.799 0.6 -0.4 -0.1 -0.977
C 0.760 -0.842 3.496 -0.9 0.7 -1.2 0.477
H 1.697 3.006 5.693 0.1 -1.0 0.3 0.338
H 1.548 2.079 7.238 0.1 -0.2 -0.9 0.347
H 2.451 1.311 5.857 -0.5 0.7 0.1 0.279
H 0.267 0.233 5.838 -0.3 0.8 -0.2 0.312
H -1.029 2.034 4.018 1.0 -0.3 0.0 0.439
H 0.699 2.484 3.729 -0.5 -0.8 0.4 0.375
H -0.969 1.321 1.367 0.5 -1.2 -0.1 0.472
H -0.725 -0.715 0.135 0.4 -0.1 0.3 0.300
H 1.991 -2.990 5.566 0.7 -0.3 -0.7 0.299
H 3.210 -4.234 5.034 -0.5 0.9 -0.3 0.336
H 3.432 -2.482 4.568 -0.6 -0.8 0.1 0.337
H 0.418 -5.649 4.255 -0.4 0.6 -0.6 0.346
H -0.334 -5.067 2.642 0.3 -0.1 0.9 0.288
H -0.619 -4.113 4.133 0.6 -0.9 -0.2 0.311
H 2.037 -4.565 0.815 0.4 0.2 0.8 0.339
H 2.667 -5.618 2.118 -0.2 1.0 -0.2 0.299
H 3.625 -4.180 1.665 -1.0 -0.1 0.0 0.321
H 1.213 -0.977 4.504 -0.4 0.2 -1.0 0.107
C 1.034 1.248 -1.960 -0.2 0.3 0.6 -0.874
Si -0.422 1.754 -3.060 0.5 -1.3 -2.4 0.118
C -0.294 3.614 -3.334 -0.1 0.3 0.7 -1.047
C -1.996 1.395 -2.072 0.1 0.2 0.8 -0.904
N -0.326 0.865 -4.498 -0.9 0.8 0.5 -0.204
Si -1.468 1.030 -5.757 1.7 -0.5 1.1 0.141
C -1.519 2.768 -6.485 -0.4 0.0 -0.4 -1.041
C -3.217 0.554 -5.232 -0.3 0.1 -0.4 -1.035
C -0.969 -0.141 -7.154 -0.3 0.2 -0.2 -1.008
H 1.010 1.807 -1.013 0.2 0.0 0.1 0.187
H 0.995 0.179 -1.729 0.1 -0.1 -0.1 0.161
H 1.977 1.466 -2.464 0.0 -0.1 0.0 0.289
H -0.119 4.131 -2.382 0.0 0.2 0.0 0.335
H -1.213 4.022 -3.759 0.0 0.0 -0.1 0.315
H 0.536 3.851 -4.001 0.0 -0.1 0.0 0.257
H -2.168 0.317 -1.991 0.0 0.0 -0.2 0.227
H -2.873 1.855 -2.528 0.0 -0.1 0.0 0.328
H -1.909 1.801 -1.051 -0.1 0.1 0.1 0.185
H -2.012 3.473 -5.812 0.0 0.0 0.0 0.309
H -2.080 2.771 -7.426 0.0 0.1 0.0 0.355
H -0.510 3.131 -6.694 0.0 0.0 0.1 0.252
H -3.216 -0.397 -4.695 0.1 0.0 0.0 0.239
H -3.862 0.444 -6.111 -0.1 0.0 0.0 0.364
H -3.668 1.317 -4.592 0.0 0.0 0.0 0.299
H -0.959 -1.176 -6.803 0.0 0.0 0.0 0.243
H 0.026 0.109 -7.528 0.0 0.0 0.1 0.253
H -1.677 -0.067 -7.987 0.1 -0.1 -0.1 0.275
```
Positions in Å, forces in eV/Å.

Calculated values
electronic energy = -1763.8066 a.u.
lowest unoccupied orbital energy = -2.75 eV
Kohn-Sham gap = 0.09848 Eh
F_max = 4.01 eV/Å
total charge = 0

=====

Q: Among the records above, which one has the highest lowest unoccupied orbital energy?
A: C4H12

=====

Q: Which value of F_max does entry 3 give?
A: 4.01 eV/Å

=====

Q: The highest Kohn-Sham gap belongs to which entry?
A: C4H12

=====

Q: Number 2 is which compound?
A: C4H12